1.
Below is a 10-piece molecular cluster, C33H60F2N3O11S3 overall in a non-equilibrium geometry, with properties calculated with the ωB97M-V functional and the def2-TZVPD basis.

## Properties
highest occupied orbital energy = -0.399 Ha
total charge = +1
calculated total energy = -3678.75733 Ha
spin multiplicity = 1

Geometry as XYZ:
```
112
C33H60F2N3O11S3, DFT the ωB97M-V functional and the def2-TZVPD basis
S 22.55500 31.53300 18.89500
S 13.10000 23.87000 17.37900
S 17.48800 21.03500 22.31000
F 19.31200 28.97700 11.64200
F 20.94000 25.76900 13.35100
O 18.98500 25.33500 18.46400
O 18.19900 29.44600 19.57400
O 17.94500 29.48200 24.32300
O 16.48400 20.77200 23.24300
O 12.00800 23.04800 17.15000
O 18.65900 20.23300 22.29000
O 16.98800 28.62700 16.19100
O 23.80500 32.06000 18.38100
O 14.97200 31.87400 17.38900
O 21.40100 31.58300 18.04700
O 14.27800 23.41100 17.97900
N 17.84700 28.54100 22.15500
N 16.03900 29.91600 18.28500
N 18.66800 27.56700 17.81400
C 20.27200 23.37600 16.08200
C 20.12500 27.64100 17.42400
C 22.50300 29.47900 13.61000
C 22.02500 29.96900 14.91300
C 14.95600 29.14400 18.87200
C 20.65100 30.03900 14.94400
C 21.60800 29.20300 12.54300
C 19.71400 29.54200 13.97500
C 17.26500 32.33600 18.28200
C 12.46000 25.35700 18.07500
C 11.96800 26.18600 16.67500
C 20.76800 24.53600 15.38200
C 16.93100 21.12800 20.67400
C 19.51100 22.44800 15.36600
C 17.64500 23.28000 21.30300
C 13.46200 24.57600 15.79100
C 15.97900 31.45000 17.97600
C 20.50400 24.63600 14.08200
C 19.35300 30.61100 22.62700
C 17.93300 22.71500 22.43300
C 18.32000 29.58800 23.13100
C 19.21700 22.65600 14.02600
C 20.20500 29.21300 12.70100
C 17.78700 22.31100 20.16300
C 12.42700 25.54500 15.42600
C 22.75800 29.69200 20.78300
C 19.67700 23.78800 13.32700
C 18.72400 27.33100 22.12300
C 18.22100 26.20900 18.15300
C 22.39400 32.21200 20.52300
C 22.95800 29.85300 19.36000
C 23.08900 31.10400 21.36400
C 16.73000 25.96400 18.27700
H 16.03900 26.60000 17.51200
H 20.34900 30.65400 15.83700
H 19.49800 27.39100 21.19100
H 16.96200 20.26400 20.06400
H 21.27900 25.13100 15.88700
H 21.44200 31.97700 20.92000
H 18.72000 29.59500 14.48000
H 14.47100 25.20300 15.90400
H 11.55100 25.10700 18.49500
H 18.67900 21.85000 19.92800
H 23.54600 29.01000 21.18200
H 17.95100 26.59800 21.74600
H 22.88000 30.02300 15.54300
H 22.90800 30.95400 22.47300
H 16.54600 23.64600 21.34300
H 23.42500 29.45700 13.40000
H 19.18400 27.32500 23.01000
H 22.31400 29.20200 18.89200
H 17.46400 22.93200 23.33300
H 11.65900 24.96500 15.01600
H 17.14400 22.83200 19.26200
H 20.55100 23.30400 17.13300
H 18.97300 31.52800 22.52300
H 17.95400 32.62000 17.29200
H 16.94000 28.23600 22.37300
H 14.51000 29.72700 19.72700
H 16.94100 29.94200 18.97300
H 16.49200 28.49400 15.57000
H 18.48000 21.83700 13.63800
H 13.69000 23.91900 15.09300
H 17.06300 33.21300 18.66500
H 20.07400 30.79700 23.48600
H 21.74800 29.34200 21.32700
H 19.28700 23.90200 12.30300
H 15.13400 28.19500 19.22100
H 19.07600 21.48600 15.80500
H 16.61600 29.25700 17.51600
H 20.47100 27.05800 16.42800
H 21.98300 28.88500 11.64200
H 15.85600 21.48000 20.72000
H 12.27200 27.24000 16.66400
H 13.14100 25.95400 18.72400
H 23.88100 29.52600 18.99900
H 18.66500 28.06100 18.63800
H 20.43200 28.64200 17.21100
H 16.31400 24.82500 18.43400
H 22.70800 33.35900 20.49600
H 14.17200 28.98600 18.03500
H 12.72000 26.11200 14.77000
H 17.92500 31.99300 19.08400
H 18.26400 24.19700 21.20800
H 20.71800 27.47400 18.31800
H 18.83300 30.18300 19.50400
H 24.15000 31.22100 21.30900
H 20.13600 30.03400 21.85600
H 18.97400 22.81500 22.79000
H 18.11100 28.13000 17.14600
H 16.48100 26.32200 19.29100
H 10.91900 26.38500 16.69500
H 17.93400 28.91300 21.25500
```

---

2.
Below is one molecule with the formula C4H5NOS in a non-equilibrium geometry, with properties calculated with the ωB97M-V functional and the def2-TZVPD basis.

## Properties
highest occupied orbital energy = -0.360 Ha
total charge = 0
calculated total energy = -683.41838 Ha
spin multiplicity = 1

Geometry as XYZ:
```
12
C4H5NOS, DFT the ωB97M-V functional and the def2-TZVPD basis
S 1.66588 0.52971 -0.83053
O 3.06997 0.80873 -0.35398
N -2.17966 0.72754 -1.06257
C 0.73636 -1.68116 0.50358
C 0.00209 0.81005 0.19038
C -1.43305 1.08098 -0.09918
C 0.64324 -0.48271 0.10480
H -1.85122 0.06300 -1.73305
H -0.04631 0.85999 1.28187
H 1.70999 -2.31466 0.50777
H -0.17177 -2.12471 1.06904
H -2.14550 1.72325 0.42186
```

---

3.
Below is C14H20N10NiO2 as an isolated structure in a non-equilibrium geometry, with properties calculated with the ωB97M-V functional and the def2-TZVPD basis.

## Properties
highest occupied orbital energy (alpha / beta) = -0.549 / -0.549 Ha
total charge = +2
calculated total energy = -2751.32521 Ha
spin multiplicity = 3

Geometry as XYZ:
```
47
C14H20N10NiO2, DFT the ωB97M-V functional and the def2-TZVPD basis
Ni 0.55412 -0.19949 0.62222
O 1.61430 -1.50759 -0.68364
O -1.21897 -2.11288 -1.24885
N 2.03661 1.28830 2.58407
N -1.30185 -0.90538 0.76110
N 1.94162 -0.40773 -2.62377
N 3.89945 0.01518 3.14848
N 3.64813 2.23301 4.21558
N 0.33039 1.46511 -0.52051
N 3.20786 1.20868 3.34758
N 1.95236 0.10937 1.96656
N -1.49682 0.21449 2.76172
N -3.19316 -2.14607 -0.12487
C -2.04772 -0.57642 1.81146
C 2.15811 0.93462 -2.12601
C -3.92034 -1.83482 0.99415
C 1.18526 -2.69566 -2.76543
C -0.55171 3.69552 -1.97542
C 0.55061 2.93088 -2.36437
C -3.37034 -1.04493 1.94296
C -1.19452 3.31102 -0.79078
C 0.96482 1.78352 -1.67646
C -0.70984 2.23383 -0.07709
C 3.05487 -0.62478 2.29067
C -1.82061 -1.73536 -0.25839
C -3.75259 -2.91323 -1.23095
C 1.57581 -1.53032 -1.92692
H 1.78724 -3.57583 -2.55038
H 1.45291 -2.51931 -3.83957
H -0.89980 4.61327 -2.52589
H -3.18615 -2.66089 -2.12545
H -3.92499 -0.74374 2.80360
H -3.59182 -3.97199 -1.01371
H -4.83763 -2.70069 -1.33098
H 0.13233 -2.88108 -2.60786
H -2.04822 3.84612 -0.36967
H 3.16615 3.13400 4.10425
H -1.09373 1.97956 0.88885
H 1.12547 3.22241 -3.23945
H -0.51740 0.41551 2.72613
H 4.65730 2.13319 4.25634
H 2.71883 1.49839 -2.88998
H 3.24161 -1.65009 1.93291
H -1.96789 0.58518 3.55851
H 1.71316 -0.42107 -3.60878
H 2.85795 0.85216 -1.28462
H -4.88119 -2.34396 1.06266
```

---

Result set for relative energy (zero: lowest compared OMol25 entry of this formula, charge and spin): 75.29, 118.93, 0.00 kcal per mole, one per record in the order listed.